C2H2O2 | the ωB97M-V functional and the def2-TZVPD basis

Output
E_LUMO: 0.39 eV
structure (SMILES): O=C=CO
energy relative to the best compared isomer or geometry (same formula, charge and spin): 23.43 kcal per mole
orbital gap: 9.1 eV

Geometry as XYZ:
```
6
Properties=species:S:1:pos:R:3:forces:R:3
O -2.271647 -1.559967 -0.449129 -2.09 -1.03 -0.13
C -1.357297 -0.988514 -0.059341 -0.61 0.25 -1.88
C -0.194304 -0.507016 0.165853 1.09 1.43 -0.37
O 0.470060 0.563736 -0.417187 -0.36 -0.23 -0.60
H 0.054265 -0.892157 1.087963 1.82 -0.30 2.05
H 0.329463 0.543363 -1.388771 0.16 -0.10 0.94
```
Positions in Å, forces in eV/Å.

Atom-resolved charges from Löwdin, all expressed in e: O 0.19; C -0.21; C -0.19; O 0.00; H 0.10; H 0.12